ORCA calculation (ωB97M-V/def2-TZVPD) on the molecule C4H6FI in a non-equilibrium geometry.

SMILES = CC(C)=C(F)I
orbital gap = 9.22 eV
maximum force = 0.0715 Eh/bohr
E_HOMO = -8.7 eV
lowest unoccupied orbital energy = 0.554 eV
energy relative to the best compared isomer or geometry (same formula, charge and spin) = 1.86 kJ/mol

XYZ file:
```
12
Properties=species:S:1:pos:R:3:nbo_charge:R:1
C -0.07 0.07 0.15 -0.079
C -0.60 0.36 1.40 0.214
C -0.69 -0.86 -0.88 -0.644
C 1.25 0.67 -0.26 -0.649
F 0.01 1.23 2.23 -0.334
I -2.45 -0.38 1.99 0.140
H 0.17 -1.40 -1.40 0.209
H -1.12 -0.23 -1.61 0.226
H -1.30 -1.74 -0.64 0.240
H 1.91 0.70 0.55 0.227
H 1.26 1.71 -0.62 0.233
H 1.62 -0.13 -0.91 0.218
```

ORCA calculation (ωB97M-V/def2-TZVPD) on a 2-piece molecular cluster, C4H6FN overall in a non-equilibrium geometry.

SMILES = C=CF.CC#N
orbital gap = 10.86 eV
maximum force = 0.0999 Eh/bohr
E_HOMO = -10.1 eV
lowest unoccupied orbital energy = 0.750 eV
energy relative to the best compared isomer or geometry (same formula, charge and spin) = 171.79 kJ/mol

XYZ file:
```
12
Properties=species:S:1:pos:R:3:nbo_charge:R:1
C -0.79 -1.39 -1.27 0.276
C 1.59 -0.48 1.70 -0.557
C 1.42 0.86 1.62 0.270
C -0.95 -0.63 -0.08 -0.746
N -0.51 -1.86 -2.25 -0.325
F 0.98 1.72 2.49 -0.305
H 1.28 -1.02 2.58 0.209
H 1.99 -1.20 0.98 0.241
H 1.61 1.36 0.58 0.155
H -0.98 0.52 -0.38 0.253
H -0.18 -0.81 0.67 0.276
H -1.78 -0.93 0.51 0.252
```

ORCA calculation (ωB97M-V/def2-TZVPD) on an isolated ion of composition C4H6FN2O3 and charge -1 in a non-equilibrium geometry.

SMILES = C[C@@](F)(NC(N)=O)C(=O)[O-]
orbital gap = 8.16 eV
maximum force = 0.0614 Eh/bohr
E_HOMO = -4.5 eV
net charge = -1
lowest unoccupied orbital energy = 3.675 eV
energy relative to the best compared isomer or geometry (same formula, charge and spin) = 0.00 kJ/mol

XYZ file:
```
16
Properties=species:S:1:pos:R:3:nbo_charge:R:1
C 0.41 -0.90 2.04 0.795
C -0.34 -0.08 -1.63 0.789
C 0.16 1.64 0.91 -0.659
C -0.35 0.22 0.87 0.362
N -0.09 -1.10 -2.55 -0.862
N -0.17 -0.48 -0.36 -0.678
O 0.64 -1.98 1.52 -0.769
O 0.61 -0.41 3.13 -0.726
O -0.68 1.03 -2.02 -0.684
F -1.73 0.23 1.19 -0.401
H 0.27 1.94 1.95 0.227
H -0.54 2.30 0.41 0.216
H 1.12 1.69 0.41 0.207
H 0.49 -1.86 -2.24 0.374
H 0.08 -0.78 -3.49 0.381
H 0.10 -1.45 -0.15 0.430
```

ORCA calculation (ωB97M-V/def2-TZVPD) on a 2-piece molecular cluster, C4H6FNO overall in a non-equilibrium geometry.

orbital gap (spin up / spin down) = 9.50 / 7.11 eV
maximum force = 0.0509 Eh/bohr
E_HOMO (spin up / spin down) = -9.4 / -7.7 eV
lowest unoccupied orbital energy (spin up / spin down) = 0.118 / -0.553 eV
energy relative to the best compared isomer or geometry (same formula, charge and spin) = 487.31 kJ/mol

XYZ file:
```
13
Properties=species:S:1:pos:R:3:nbo_charge:R:1
C -0.06 -0.51 -2.88 -0.649
C 0.08 1.26 2.29 0.518
C -0.56 -0.13 -1.74 0.421
C 0.60 -0.68 0.88 -0.142
N -0.25 0.00 1.74 -0.626
O 0.98 1.90 1.86 -0.544
F -1.62 0.70 -1.58 -0.349
H -0.31 -0.31 -3.94 0.222
H 0.74 -1.17 -3.04 0.222
H -0.55 1.61 3.09 0.131
H 1.58 -0.40 0.90 0.186
H 0.45 -1.71 0.57 0.199
H -1.08 -0.55 1.85 0.411
```

ORCA calculation (ωB97M-V/def2-TZVPD) on the molecule C4H6FNOS in a non-equilibrium geometry.

SMILES = O/N=C(\C=S)CCF
orbital gap = 7.77 eV
maximum force = 0.0629 Eh/bohr
E_HOMO = -9.1 eV
lowest unoccupied orbital energy = -1.376 eV
energy relative to the best compared isomer or geometry (same formula, charge and spin) = 327.10 kJ/mol

XYZ file:
```
14
Properties=species:S:1:pos:R:3:nbo_charge:R:1
C 0.15 0.71 0.03 0.122
C 1.28 -0.19 0.53 -0.482
C 1.23 -1.58 -0.05 0.044
C -1.31 0.36 0.27 -0.290
H 0.04 3.35 -1.32 0.479
H 2.18 0.33 0.14 0.253
H 1.29 -0.17 1.68 0.238
H 0.29 -2.21 0.10 0.187
H 1.95 -2.17 0.38 0.166
H -1.95 1.15 -0.13 0.229
N 0.64 1.75 -0.54 -0.071
O -0.35 2.63 -0.92 -0.564
F 1.58 -1.51 -1.43 -0.383
S -1.74 -0.99 1.16 0.072
```

ORCA calculation (ωB97M-V/def2-TZVPD) on C4H6FeO2 as an isolated structure in a non-equilibrium geometry.

orbital gap (spin up / spin down) = 8.81 / 7.34 eV
maximum force = 0.0623 Eh/bohr
E_HOMO (spin up / spin down) = -18.8 / -19.5 eV
net charge = +2
lowest unoccupied orbital energy (spin up / spin down) = -10.027 / -12.146 eV
⟨S²⟩ = 12.0252
spin multiplicity = 7
energy relative to the best compared isomer or geometry (same formula, charge and spin) = 0.76 kJ/mol

XYZ file:
```
13
Properties=species:S:1:pos:R:3:mulliken_spin:R:1
H -1.41 -0.12 -1.70 0.143
O -1.55 1.93 -2.12 0.981
C -1.14 0.99 -1.47 0.196
C 0.21 0.72 -1.09 0.530
C 0.66 -0.34 -0.15 0.026
C -0.27 -0.58 1.05 0.079
O 0.40 -1.07 2.14 0.351
Fe 1.59 -0.65 3.31 3.610
H 0.95 1.43 -1.47 0.023
H 1.68 -0.12 0.21 0.002
H 0.72 -1.29 -0.71 0.069
H -1.06 -1.28 0.73 0.005
H -0.78 0.38 1.29 -0.014
```